[1]
The following is a quantum chemistry calculation of a molecular structure, C46H47AsI2IrNO7PS, from OMol25.

## Properties
E_LUMO (alpha / beta) (Ha): -0.254 / -0.290
Multiplicity: 2
Charge: +2
Max |F| (hartree/bohr): 0.0187
HOMO energy (alpha / beta) (eV): -12.767 / -12.763
Relative energy (zero: lowest compared OMol25 entry of this formula, charge and spin) (kJ/mol): 166.0

Atoms and positions in Å:
1 Ir 0.13097 -0.82635 -1.50583
2 I 0.99035 -2.23254 0.69223
3 I 0.46361 -3.40172 -2.47435
4 As -3.67842 -1.15283 3.75755
5 S 4.83321 1.93455 -0.66061
6 P -2.08900 -1.09054 -0.62240
7 O 1.40048 -0.23843 -3.36600
8 O 2.37449 -1.06745 -1.64569
9 O 0.39211 0.94146 -0.66805
10 O 5.99346 2.51835 -1.25220
11 O -1.06591 -0.03984 -2.90316
12 O 1.31745 5.51880 -0.77216
13 O 4.11753 2.53709 0.42658
14 N 3.71031 1.82299 -1.85916
15 C -3.36050 -4.04002 -3.09749
16 C 0.81190 4.42767 -1.30287
17 C 2.48422 -0.54525 -2.80264
18 C -3.60709 -1.16425 1.74459
19 C 1.93320 5.45392 0.52604
20 C 0.79136 -2.50346 4.69067
21 C -1.81186 -1.63460 4.14477
22 C -3.17618 0.26367 -1.09435
23 C 5.91580 -2.30438 0.59780
24 C 0.82349 3.18124 -0.68544
25 C 4.79350 -1.66578 1.12868
26 C -0.27910 3.51816 -3.22699
27 C -3.40071 3.47483 4.75040
28 C -3.55188 0.76879 4.07264
29 C -3.02597 -5.01375 -0.91902
30 C -2.68725 -3.76788 -0.41143
31 C -0.28633 2.21098 -2.64199
32 C -4.87050 2.41090 -1.57542
33 C -1.60091 1.38613 -4.64815
34 C 6.27173 -3.70402 1.01737
35 C -3.36461 -5.14884 -2.25835
36 C -3.02153 -2.79267 -2.59827
37 C -3.68211 2.60998 -0.88331
38 C -3.69959 1.17866 5.39624
39 C -2.83907 1.53979 -0.63607
40 C -0.92859 1.17363 -3.32871
41 C 3.81849 -0.20728 -3.35860
42 C -3.61767 2.52151 5.73476
43 C -3.26352 3.07871 3.42825
44 C -0.25146 -3.41799 4.64795
45 C 6.38697 -0.31264 -0.69262
46 C -2.19343 -1.05827 1.18929
47 C 4.45755 -0.37649 0.75383
48 C 4.02746 1.31476 -3.18899
49 C 1.60440 -3.71490 -0.70723
50 C 6.70478 -1.60900 -0.31486
51 C -1.54529 -2.98269 4.37931
52 C -5.21964 1.14023 -2.00717
53 C 0.24018 4.59198 -2.59350
54 C 0.53627 -1.15377 4.46667
55 C -2.69621 -2.65175 -1.24754
56 C -0.75781 -0.72267 4.20304
57 C 5.25574 0.29247 -0.16411
58 C -4.37826 0.06221 -1.76742
59 C -3.33653 1.73295 3.09230
60 C 0.30092 2.07467 -1.34425
61 H -6.15602 0.98027 -2.52454
62 H 7.59820 -2.07531 -0.71157
63 H 2.24091 6.46932 0.74549
64 H -3.03366 -5.87693 -0.26678
65 H 6.06664 -3.86290 2.07586
66 H -2.46206 2.04789 -4.53794
67 H -0.95124 0.33587 4.06740
68 H 4.57354 -0.77376 -2.81586
69 H 1.34230 -0.43320 4.53243
70 H 3.60533 0.12913 1.19136
71 H -0.06546 -4.46448 4.85420
72 H -2.99144 -1.93657 -3.26144
73 H -0.71183 3.65093 -4.20783
74 H -1.55525 -1.82412 1.61355
75 H 5.06248 1.56789 -3.41109
76 H 3.40126 1.84488 -3.90660
77 H -0.90684 1.84590 -5.35172
78 H 5.69299 -4.44011 0.45330
79 H -3.10724 3.82059 2.65439
80 H -3.73561 2.82466 6.76668
81 H -3.41605 3.59712 -0.52775
82 H -1.93236 0.43132 -5.04446
83 H -3.62475 -4.14859 -4.14103
84 H 0.24569 5.57751 -3.03615
85 H -1.75077 -0.09730 1.47171
86 H -1.92981 1.69856 -0.07132
87 H -3.88551 0.44596 6.17365
88 H -3.63684 -6.11997 -2.65013
89 H 2.65216 -3.54494 -0.92940
90 H 1.39974 -4.69875 -0.30159
91 H 4.20156 -2.17672 1.88168
92 H -4.10403 -2.08001 1.42581
93 H 1.20676 5.11750 1.26626
94 H -4.67959 -0.92565 -2.08622
95 H -4.22377 -0.33307 1.40114
96 H -2.35892 -3.70031 4.37784
97 H -3.35095 4.52343 5.01222
98 H 7.02433 0.24043 -1.37062
99 H -2.42605 -3.67322 0.63635
100 H 2.79794 4.79022 0.49839
101 H 3.85374 -0.46294 -4.41858
102 H -5.53334 3.24513 -1.76347
103 H 2.80113 1.58635 -1.47773
104 H 7.32459 -3.91513 0.84015
105 H 1.28663 3.02919 0.27861
106 H -3.23784 1.45814 2.04971
107 H 1.79432 -2.83325 4.93110

=====

[2]
The following is a quantum chemistry calculation of 2 unconnected molecules or ions with the total composition C2H7N2O, from OMol25.

## Properties
E_LUMO (Ha): -0.166
Charge: +1
Max |F| (hartree/bohr): 0.0930
HOMO energy (eV): -12.992
Relative energy (zero: lowest compared OMol25 entry of this formula, charge and spin) (kJ/mol): 570.7

Atoms and positions in Å:
1 O 1.49116 -0.18675 0.34518
2 N 0.80038 -0.51634 -0.68773
3 N -1.83763 0.01453 -0.47211
4 C -2.41840 0.16483 0.62718
5 C 2.68364 0.10835 0.41048
6 H 2.90237 0.54285 1.36561
7 H -3.51440 0.30443 0.78319
8 H -0.75990 -0.07900 -0.58578
9 H -2.24084 0.22012 -1.35754
10 H 1.34908 -0.65890 -1.65167
11 H -1.87514 0.08279 1.52321
12 H 3.41968 0.00309 -0.30003

=====

[3]
The following is a quantum chemistry calculation of 2 unconnected molecules or ions with the total composition C3H7N3, from OMol25.

## Properties
E_LUMO (alpha / beta) (Ha): -0.343 / -0.429
Multiplicity: 3
Charge: +2
Max |F| (hartree/bohr): 0.0671
HOMO energy (alpha / beta) (eV): -16.482 / -20.684
Relative energy (zero: lowest compared OMol25 entry of this formula, charge and spin) (kJ/mol): 65.5

Atoms and positions in Å:
1 N -2.63705 -0.44996 -0.38694
2 N 2.65376 0.42576 -0.79435
3 N 0.94946 -0.20411 0.65119
4 C 0.17302 0.20739 1.46283
5 C 1.82766 -0.47608 -0.31796
6 C -2.27129 0.44114 0.40163
7 H 1.97169 -1.50353 -0.67271
8 H -0.01228 0.61757 2.39606
9 H -2.98531 1.16881 0.92901
10 H 2.49559 1.37929 -0.62731
11 H -3.61770 -0.52192 -0.77711
12 H -1.88751 -1.02917 -0.85608
13 H 3.33997 -0.05520 -1.40827

=====

[4]
The following is a quantum chemistry calculation of a molecular structure, C23H54BrN14O22S2, from OMol25.

## Properties
E_LUMO (Ha): -0.091
Charge: +1
Max |F| (hartree/bohr): 0.0522
HOMO energy (eV): -11.577
Relative energy (zero: lowest compared OMol25 entry of this formula, charge and spin) (kJ/mol): 115.7

Atoms and positions in Å:
1 Br -0.58337 1.80748 3.05044
2 S -1.55050 -0.99606 4.36211
3 S 2.13218 0.95889 2.15842
4 O 2.13195 -0.25402 6.53626
5 O -0.37550 -2.48079 -6.38624
6 O -2.34165 -4.99612 2.83831
7 O -0.15389 -0.36012 -6.53658
8 O 3.48112 3.70409 9.72974
9 O -7.49434 0.19537 -3.23822
10 O 6.49651 -0.52063 -0.00134
11 O -4.27729 5.98994 -6.96272
12 O -0.99694 2.07390 -3.80994
13 O 2.98892 -0.91955 4.69342
14 O -2.34036 -5.69506 0.81905
15 O -2.96504 4.97290 -1.93721
16 O -3.73208 4.15887 -5.98856
17 O 6.45943 1.59856 -3.83626
18 O -6.25035 -1.43397 -2.60421
19 O -3.68582 -1.98666 2.63180
20 O 5.03492 2.24512 9.47946
21 O 5.32862 2.04536 -5.60497
22 O 5.55905 0.79589 1.39502
23 O -0.65623 0.27917 -2.72794
24 O -0.27429 -3.34905 3.10611
25 O -2.35250 2.97080 -1.50167
26 N 6.53898 0.34168 0.83887
27 N -4.04199 5.32805 -5.98400
28 N 2.48276 -1.12279 5.77663
29 N -6.82266 -0.37520 -2.42584
30 N 1.33450 -1.35624 0.89654
31 N -2.90006 -5.26195 1.79777
32 N 2.61158 2.24967 -0.90550
33 N 5.44093 1.60998 -4.48527
34 N -1.21869 0.90941 -3.60865
35 N 4.07246 2.86584 9.09441
36 N 1.07486 -3.65264 1.16106
37 N -3.91152 -1.60416 0.40164
38 N -0.20906 -1.47124 -7.02288
39 N -2.12114 4.12613 -1.80232
40 C -1.71904 0.25651 1.10106
41 C 7.87622 0.87504 1.21184
42 C -3.55492 -1.24876 1.72095
43 C -3.04188 0.12100 1.82012
44 C 0.78050 0.85328 -0.16089
45 C -0.06476 -1.60376 -8.49844
46 C -0.70798 4.50112 -2.04935
47 C 2.54004 -1.73024 1.65276
48 C -0.50938 0.16002 1.98163
49 C -0.50129 -2.57923 -0.28140
50 C -2.20272 0.22619 -4.48181
51 C 0.28961 -2.44592 1.00026
52 C -4.11636 5.98468 -4.65084
53 C -0.44226 -1.01526 2.95447
54 C -4.37035 -5.04092 1.71234
55 C 0.84700 0.11390 1.14961
56 C 2.26692 -2.53314 6.20754
57 C 3.58739 2.55721 7.72143
58 C -6.65872 0.24044 -1.08352
59 C 2.10647 1.12729 -0.75178
60 C 3.65261 -1.91524 0.99611
61 C 4.23128 1.03693 -3.83536
62 C -0.59003 -2.33276 2.23865
63 H 0.03902 -3.18262 -0.95954
64 H -4.82524 -5.99912 1.48693
65 H -3.15488 0.73681 -4.37036
66 H 0.53903 -0.97981 3.35054
67 H -7.04656 -0.46746 -0.35985
68 H -3.03106 0.47077 2.81592
69 H -3.74265 0.71871 1.29747
70 H -0.66885 -0.63229 5.27822
71 H 1.60390 -3.79507 0.31944
72 H -4.86062 5.46089 -4.06390
73 H -1.08990 -3.64660 3.48609
74 H 0.31687 1.77835 0.05016
75 H 0.17789 0.38899 -0.91758
76 H 0.79432 -2.23823 -8.68205
77 H -4.73689 -2.17530 0.41506
78 H 1.96472 2.93914 -0.54303
79 H -1.41573 -3.06775 -0.08005
80 H 2.81852 -2.67547 7.12974
81 H -2.27519 -0.80743 -4.17509
82 H -0.68035 5.55181 -2.30266
83 H 4.40077 2.76556 7.03617
84 H 7.73966 1.63261 1.96969
85 H 1.20255 -2.66251 6.37148
86 H 4.56429 -1.49762 1.31520
87 H 0.07546 -0.61698 -8.91519
88 H -0.36372 3.89731 -2.86213
89 H -3.16400 -2.09582 -0.04554
90 H 4.45241 0.00159 -3.59914
91 H -4.70944 -4.64861 2.65975
92 H -1.59518 -2.47728 1.92129
93 H 2.65062 0.28600 -1.10294
94 H -7.20823 1.17025 -1.05202
95 H -1.71079 -0.42164 0.28642
96 H -4.54464 -4.33555 0.90935
97 H 8.31870 1.28731 0.31230
98 H 2.62676 -3.18780 5.42648
99 H 2.72948 3.18076 7.51389
100 H 3.23868 0.81786 1.42851
101 H -1.70775 1.20533 0.65425
102 H 4.04311 1.61219 -2.93291
103 H 1.66352 -1.37012 -0.05816
104 H 3.40319 1.11299 -4.52678
105 H -0.97117 -2.06715 -8.87042
106 H -4.38425 7.02260 -4.78956
107 H 3.32212 1.50856 7.69772
108 H -0.69373 -1.65697 -0.77849
109 H 0.43966 -4.42914 1.17722
110 H 8.46239 0.04225 1.58242
111 H -5.59518 0.40217 -0.93565
112 H -1.83184 0.30710 -5.49403
113 H -0.14445 4.30325 -1.14379
114 H 3.63856 -2.49239 0.10957
115 H 2.45255 -1.86084 2.68906
116 H -3.13831 5.88712 -4.20159